1.
ORCA calculation (ωB97M-V with the def2-TZVPD basis set) on an isolated molecule of CH9N4O3P at a distorted geometry.

E_HOMO (eV): -8.56
Structure (SMILES): NN[C@@H](N)NP(=O)(O)O
HOMO-LUMO gap (eV): 9.042
Electronic energy (eV): -22575.672

The geometry in ORCA input format:
```
! wB97M-V def2-TZVPD RIJCOSX def2/J DEFGRID3
* xyz 0 1
C 0.689 -0.231 -0.662
N 1.323 0.791 0.514
N -0.513 -0.838 -0.178
N 0.692 1.968 0.744
N 1.772 -1.232 -0.959
O -1.984 1.041 -1.184
O -2.288 0.522 1.345
O -3.108 -1.101 -0.294
P -1.951 0.004 -0.191
H 0.408 0.218 -1.622
H 2.142 1.004 0.098
H -0.432 -1.367 0.687
H 0.429 2.564 -0.005
H -0.177 1.820 1.279
H -2.628 -1.901 -0.816
H 2.348 -0.807 -1.529
H 2.323 -1.476 -0.114
H -3.188 0.800 1.292
*
```

---

2.
ORCA calculation (ωB97M-V with the def2-TZVPD basis set) on an isolated molecule of C18H22N2O3.

E_HOMO (eV): -8.61
Structure (SMILES): CCC(=O)c1ccc(OCC(=O)NC2(C#N)CCCCC2)cc1
HOMO-LUMO gap (eV): 8.981
Electronic energy (eV): -28146.113

The geometry in ORCA input format:
```
! wB97M-V def2-TZVPD RIJCOSX def2/J DEFGRID3
* xyz 0 1
C -7.253 1.857 0.607
C -6.249 0.714 0.676
C -5.064 0.952 -0.242
O -5.013 1.909 -0.984
C -3.966 -0.043 -0.189
C -2.789 0.250 -0.877
C -1.719 -0.620 -0.888
C -1.807 -1.826 -0.199
C -2.982 -2.130 0.495
C -4.041 -1.253 0.505
H -4.932 -1.522 1.050
H -3.030 -3.069 1.023
O -0.844 -2.788 -0.162
C 0.395 -2.530 -0.761
C 1.156 -1.395 -0.057
O 0.777 -0.881 0.965
N 2.300 -1.057 -0.701
H 2.542 -1.512 -1.567
C 3.164 0.043 -0.264
C 2.361 1.259 -0.243
N 1.732 2.211 -0.276
C 3.737 -0.229 1.137
C 4.695 0.884 1.553
C 5.825 1.031 0.539
C 5.257 1.323 -0.846
C 4.303 0.213 -1.279
H 4.848 -0.733 -1.344
H 3.886 0.442 -2.264
H 6.065 1.409 -1.575
H 4.720 2.274 -0.826
H 6.492 1.840 0.842
H 6.411 0.108 0.507
H 5.102 0.656 2.539
H 4.146 1.825 1.626
H 4.263 -1.187 1.108
H 2.914 -0.309 1.848
H 0.285 -2.305 -1.832
H 0.964 -3.459 -0.651
H -0.823 -0.338 -1.418
H -2.729 1.189 -1.407
H -5.878 0.593 1.696
H -6.727 -0.222 0.378
H -8.101 1.660 1.260
H -7.612 1.979 -0.412
H -6.782 2.788 0.911
*
```

---

> HOMO-LUMO gap of number 2 (C18H22N2O3)?

8.981 eV

---

> electronic energy of number 1 (CH9N4O3P)?

-22575.672 eV

---

Please write out number 1 again, unchanged.
ORCA calculation (ωB97M-V with the def2-TZVPD basis set) on an isolated molecule of CH9N4O3P at a distorted geometry.

E_HOMO (eV): -8.56
Structure (SMILES): NN[C@@H](N)NP(=O)(O)O
HOMO-LUMO gap (eV): 9.042
Electronic energy (eV): -22575.672

The geometry in ORCA input format:
```
! wB97M-V def2-TZVPD RIJCOSX def2/J DEFGRID3
* xyz 0 1
C 0.689 -0.231 -0.662
N 1.323 0.791 0.514
N -0.513 -0.838 -0.178
N 0.692 1.968 0.744
N 1.772 -1.232 -0.959
O -1.984 1.041 -1.184
O -2.288 0.522 1.345
O -3.108 -1.101 -0.294
P -1.951 0.004 -0.191
H 0.408 0.218 -1.622
H 2.142 1.004 0.098
H -0.432 -1.367 0.687
H 0.429 2.564 -0.005
H -0.177 1.820 1.279
H -2.628 -1.901 -0.816
H 2.348 -0.807 -1.529
H 2.323 -1.476 -0.114
H -3.188 0.800 1.292
*
```

---

> Which formula does entry 1 have?

CH9N4O3P